Entry 1:
DFT (ωB97M-V/def2-TZVPD) results for C47H34Br3N8O7STi as an isolated structure in a non-equilibrium geometry.

Computed properties:
2S+1	1
LUMO	-4.76	eV
energy above the lowest of the compared OMol25 structures with the same formula, charge and spin	35.1	kcal/mol
frontier orbital gap	4.6275	eV
net charge	+1

Atoms and positions in Å:
Ti: -0.3260 0.3875 0.3941
O: -6.5943 -0.7056 -3.9264
N: -6.1962 -0.1630 -2.9185
O: -6.8584 0.5717 -2.2109
C: -4.7885 -0.3774 -2.5530
C: -3.9490 -0.7119 -3.5600
C: -2.5611 -0.8748 -3.3269
C: -1.6561 -1.2243 -4.3473
C: -0.3291 -1.3047 -4.0451
C: 0.0835 -1.0877 -2.7220
N: -0.7361 -0.8140 -1.7258
C: -2.0466 -0.6481 -2.0392
C: -2.9336 -0.2593 -0.9856
N: -2.3788 -0.0181 0.2284
C: -3.1919 0.1104 1.2769
C: -4.5735 0.0497 1.1689
C: -5.1524 -0.0562 -0.0703
C: -4.3250 -0.1996 -1.2041
H: -4.3619 -0.8556 -4.5494
H: -2.0211 -1.4208 -5.3477
H: 0.4135 -1.5265 -4.7976
H: 1.1289 -1.1737 -2.4934
H: -2.7337 0.2749 2.2400
H: -5.1796 0.1122 2.0610
H: -6.2245 -0.0547 -0.1718
C: 2.4097 -0.0259 2.6213
N: 1.1967 0.6793 2.1516
C: 0.8962 1.7603 2.7934
C: -0.2773 2.4495 2.4541
C: -0.8449 3.6349 2.9067
C: -1.9912 3.8443 2.1327
C: -2.0716 2.7890 1.2382
N: -1.0512 1.9190 1.4376
C: 2.1485 -0.8810 3.8448
C: 1.8479 -2.2344 3.7091
C: 1.5761 -3.0141 4.8246
C: 1.6229 -2.4522 6.0910
C: 1.9478 -1.1106 6.2377
C: 2.2115 -0.3321 5.1211
H: 3.1849 0.7102 2.8457
H: 2.7824 -0.6805 1.8380
H: 1.5337 2.1488 3.5853
H: -0.4591 4.2629 3.6940
H: -2.6786 4.6703 2.2086
H: -2.8133 2.6382 0.4680
H: 1.8500 -2.7059 2.7296
H: 1.3278 -4.0602 4.7027
H: 1.4322 -3.0624 6.9633
H: 2.0053 -0.6701 7.2244
H: 2.4886 0.7085 5.2498
Br: 3.0234 -5.7272 -3.6695
C: 2.1868 -4.7270 -2.3101
C: 1.0173 -5.1723 -1.7196
C: 0.4582 -4.3751 -0.7361
N: 0.9697 -3.2054 -0.3610
C: 2.0970 -2.7786 -0.9242
C: 2.7488 -3.5272 -1.9004
C: 2.6933 -1.4554 -0.5511
C: 4.0841 -1.4219 -0.4913
C: 4.7399 -0.2141 -0.3361
Br: 6.6122 -0.1496 -0.2068
C: 3.9899 0.9455 -0.2904
C: 2.6166 0.8283 -0.3064
N: 1.9459 -0.3320 -0.3914
H: 0.5580 -6.1085 -2.0015
H: -0.4397 -4.6905 -0.2172
H: 3.6643 -3.1788 -2.3563
H: 4.6503 -2.3399 -0.5500
H: 4.4589 1.9168 -0.2271
H: 2.0219 1.7289 -0.2465
N: -0.3856 -1.4113 1.4149
C: -1.5152 -2.0358 2.0769
C: -2.4227 -2.7882 1.3397
C: -3.4473 -3.4530 1.9935
C: -3.5565 -3.3485 3.3717
C: -2.6835 -2.5613 4.1056
C: -1.6581 -1.8936 3.4523
S: -4.5528 -4.6131 4.2442
O: -5.6191 -4.9499 3.3290
O: -4.9506 -4.0055 5.4914
O: -3.5006 -5.6159 4.3531
H: 0.3427 -1.3488 2.1197
H: -0.0214 -2.0706 0.6841
H: -2.3172 -2.8519 0.2589
H: -4.1604 -4.0799 1.4725
H: -2.8053 -2.5064 5.1799
H: -0.9522 -1.2802 4.0056
Br: 0.4193 4.6353 -0.3716
C: -0.9485 4.3204 -1.6523
C: -1.9208 5.2833 -1.8517
C: -2.8853 5.0837 -2.8292
C: -2.8438 3.9592 -3.6393
C: -1.8489 3.0133 -3.4542
C: -0.9130 3.1665 -2.4376
C: 0.0390 2.0475 -2.1418
O: 0.8539 1.6251 -2.9203
O: -0.1011 1.5800 -0.8972
H: -1.9226 6.1839 -1.2533
H: -3.6679 5.8183 -2.9636
H: -3.5819 3.8196 -4.4176
H: -1.7859 2.1418 -4.0922

Forces on atoms 1 to 2 (eV/Å):
0.94 -0.38 0.47
0.11 0.06 0.17

=====

Entry 2:
DFT (ωB97M-V/def2-TZVPD) results for C47H35BrClGePPd as an isolated structure.

Computed properties:
2S+1	1
LUMO	4.20	eV
energy above the lowest of the compared OMol25 structures with the same formula, charge and spin	9.8	kcal/mol
frontier orbital gap	3.9509	eV
net charge	-2

Atoms and positions in Å:
Pd: -0.1214 0.0335 -0.5216
Cl: -3.0700 -1.7381 -2.2188
C: -4.1490 -0.7833 -1.2424
C: -5.4208 -1.2928 -1.0274
C: -6.3324 -0.5742 -0.2711
C: -5.9590 0.6561 0.2499
C: -4.6853 1.1527 0.0165
C: -3.7347 0.4490 -0.7294
P: -1.9640 1.0083 -0.9732
C: -2.1621 1.4561 -2.7650
C: -1.1346 1.1051 -3.6339
C: -1.2249 1.4006 -4.9886
C: -2.3430 2.0537 -5.4882
C: -3.3745 2.4106 -4.6275
C: -3.2821 2.1094 -3.2757
C: -2.0578 2.6622 -0.1710
C: -1.8746 3.8657 -0.8474
C: -1.8332 5.0693 -0.1539
C: -1.9958 5.0912 1.2229
C: -2.1707 3.8958 1.9103
C: -2.1763 2.6945 1.2209
H: -5.6811 -2.2524 -1.4545
H: -7.3233 -0.9747 -0.0950
H: -6.6609 1.2384 0.8353
H: -4.4204 2.1202 0.4236
H: -0.2727 0.5882 -3.2177
H: -0.4178 1.1155 -5.6540
H: -2.4153 2.2839 -6.5453
H: -4.2507 2.9218 -5.0106
H: -4.0903 2.3894 -2.6082
H: -1.7239 3.8660 -1.9195
H: -1.6504 5.9890 -0.6958
H: -1.9551 6.0295 1.7637
H: -2.2644 3.8961 2.9901
H: -2.2430 1.7563 1.7623
Br: 0.9998 -0.6169 2.1568
C: 2.8149 -1.1514 1.8178
C: 3.5881 -1.3143 2.9480
C: 4.8577 -1.9037 2.8006
C: 5.2465 -2.4255 1.5974
C: 4.4038 -2.3495 0.4507
C: 4.6307 -3.0886 -0.7192
C: 3.6255 -3.0992 -1.7027
C: 2.5515 -2.2424 -1.6769
C: 2.5116 -1.1703 -0.7103
C: 3.2312 -1.5199 0.5316
H: 3.2178 -1.0056 3.9151
H: 5.5059 -1.9902 3.6672
H: 6.1902 -2.9557 1.5091
H: 5.5041 -3.7268 -0.7943
H: 3.7252 -3.7854 -2.5412
H: 1.8492 -2.1959 -2.5021
C: 1.9802 0.0715 -1.0268
Ge: 2.6863 1.6455 -0.2416
C: 1.9508 3.1881 -1.2707
C: 1.3869 2.9347 -2.5227
C: 0.8841 3.9612 -3.3127
C: 0.9491 5.2786 -2.8724
C: 1.5143 5.5532 -1.6343
C: 2.0025 4.5160 -0.8466
C: 2.5910 2.3429 1.6260
C: 3.6329 2.1485 2.5315
C: 3.5195 2.5489 3.8590
C: 2.3552 3.1560 4.3082
C: 1.3030 3.3553 3.4200
C: 1.4253 2.9477 2.1001
C: 4.6482 1.7442 -0.6067
C: 5.3305 0.6460 -1.1283
C: 6.6960 0.7033 -1.3834
C: 7.4070 1.8689 -1.1301
C: 6.7436 2.9758 -0.6143
C: 5.3802 2.9049 -0.3544
H: 1.3360 1.9025 -2.8513
H: 0.4290 3.7339 -4.2716
H: 0.5550 6.0824 -3.4860
H: 1.5610 6.5757 -1.2729
H: 2.4246 4.7520 0.1257
H: 4.5445 1.6620 2.1999
H: 4.3404 2.3751 4.5470
H: 2.2632 3.4655 5.3438
H: 0.3833 3.8208 3.7596
H: 0.5887 3.0904 1.4226
H: 4.7888 -0.2720 -1.3334
H: 7.2041 -0.1715 -1.7744
H: 8.4727 1.9152 -1.3286
H: 7.2907 3.8910 -0.4121
H: 4.8743 3.7737 0.0574

Forces on atoms 1 to 2 (eV/Å):
-0.07 0.25 -0.30
0.01 -0.01 0.00

=====

Entry 3:
DFT (ωB97M-V/def2-TZVPD) results for C47H35N2O5P2S2W as an isolated structure in a non-equilibrium geometry.

Computed properties:
2S+1	3
LUMO (alpha / beta)	-2.54 / -3.23	eV
energy above the lowest of the compared OMol25 structures with the same formula, charge and spin	27.0	kcal/mol
frontier orbital gap (alpha / beta)	7.4121 / 7.9054	eV
net charge	+1

Atoms and positions in Å:
W: -0.3028 0.2075 -0.2159
C: 3.5819 0.0855 5.4471
C: 4.2030 0.8710 4.4839
C: 3.6604 0.9699 3.2127
C: 2.4904 0.2758 2.8967
C: 1.8759 -0.5130 3.8631
C: 2.4206 -0.6035 5.1367
P: 1.7809 0.5999 1.2546
C: 3.2102 0.6072 0.0856
C: 3.6372 2.0059 -0.3382
C: 4.5634 2.0239 -1.2829
C: 4.9562 0.6479 -1.7756
C: 5.3363 -0.2131 -0.5798
C: 4.4401 -0.2281 0.3984
C: 1.0034 2.2155 1.4492
C: 1.3418 3.3333 2.2050
C: 0.4041 4.3439 2.3284
C: -0.8517 4.2162 1.7319
C: -1.1820 3.0916 0.9944
C: -0.2482 2.0640 0.8337
H: 4.0057 0.0139 6.4405
H: 5.1137 1.4058 4.7213
H: 4.1567 1.5798 2.4647
H: 0.9704 -1.0527 3.6375
H: 1.9359 -1.2160 5.8864
H: 3.1838 2.8843 0.1031
H: 4.9822 2.9207 -1.7210
H: 5.7252 0.6708 -2.5426
H: 6.2709 -0.7592 -0.5592
H: 4.5276 -0.7945 1.3161
H: 2.3012 3.4166 2.7013
H: 0.6391 5.2283 2.9066
H: -1.5829 5.0048 1.8609
H: -2.1689 3.0157 0.5528
O: -2.4886 0.0352 -0.4546
S: -2.5813 0.9300 -1.6463
O: -3.5902 1.9243 -1.6296
O: -1.1676 1.4413 -1.7540
C: -2.7552 -0.1242 -3.0410
C: -3.5821 0.2998 -4.0695
C: -3.6846 -0.4778 -5.2126
C: -2.9679 -1.6605 -5.3024
C: -2.1376 -2.0700 -4.2662
C: -2.0061 -1.3082 -3.1120
P: -0.9380 -1.8936 -1.7193
C: -2.0627 -3.0653 -0.8825
C: -3.4392 -3.0210 -1.0897
C: -4.2815 -3.8775 -0.3958
C: -3.7603 -4.7902 0.5087
C: -2.3907 -4.8427 0.7222
C: -1.5466 -3.9809 0.0369
C: 0.2813 -2.9192 -2.6248
C: 0.4228 -4.2979 -2.5048
C: 1.3927 -4.9696 -3.2413
C: 2.2214 -4.2797 -4.1108
C: 2.0747 -2.9050 -4.2536
C: 1.1135 -2.2361 -3.5146
H: -4.1418 1.2189 -3.9555
H: -4.3289 -0.1653 -6.0236
H: -3.0564 -2.2792 -6.1864
H: -1.5987 -3.0051 -4.3580
H: -3.8668 -2.3153 -1.7885
H: -5.3495 -3.8292 -0.5635
H: -4.4204 -5.4564 1.0498
H: -1.9758 -5.5503 1.4290
H: -0.4806 -4.0308 0.2137
H: -0.2222 -4.8637 -1.8504
H: 1.4908 -6.0427 -3.1379
H: 2.9675 -4.8110 -4.6878
H: 2.6998 -2.3559 -4.9484
H: 0.9818 -1.1732 -3.6624
S: 2.8128 1.0265 -3.5922
C: 3.6453 -0.0067 -2.3317
C: 2.6347 -0.1278 -1.1790
N: 1.3473 0.5036 -1.5250
C: 1.4017 1.1465 -2.6347
H: 3.8625 -0.9720 -2.7804
H: 2.4364 -1.1645 -0.9144
H: 0.5660 1.7372 -2.9874
O: 1.1002 -2.4365 1.1470
C: 0.0878 -2.1021 1.7313
N: -0.6750 -0.9869 1.4170
C: -1.7600 -0.8832 2.3383
O: -2.5412 0.0205 2.4016
C: -1.6866 -2.0896 3.2214
C: -2.5344 -2.5187 4.2173
C: -2.1914 -3.6928 4.8870
C: -1.0317 -4.3920 4.5635
C: -0.1857 -3.9469 3.5494
C: -0.5457 -2.7928 2.8886
H: -3.4279 -1.9604 4.4671
H: -2.8333 -4.0639 5.6757
H: -0.7854 -5.2946 5.1080
H: 0.7160 -4.4866 3.2859

Forces on atoms 1 to 2 (eV/Å):
-0.17 0.19 0.33
0.04 0.04 0.00

=====

Which value of net charge does entry 1 give? +1